DFT (ωB97M-V/def2-TZVPD) results for C31H42IrN7O2P as an isolated structure in a non-equilibrium geometry.

```
84
Properties=species:S:1:pos:R:3:forces:R:3
Ir 0.85003 0.55565 0.29499 3.612 0.301 -2.277
N 2.03498 0.38140 4.48720 -0.004 0.002 -0.077
C 1.00628 0.39916 3.64842 0.119 -0.087 0.117
N 1.47827 0.46401 2.41108 -0.916 0.042 -0.625
C 2.83473 0.48924 2.58138 -0.095 0.019 0.170
N 3.20352 0.43642 3.82937 0.037 0.034 0.119
C 3.73729 0.57516 1.45551 0.505 -0.017 0.143
C 5.11162 0.74476 1.61344 -0.090 -0.057 -0.198
N 5.91063 0.81698 0.56217 0.157 0.018 0.039
C 5.36030 0.73082 -0.64563 -0.111 -0.046 0.259
C 3.99083 0.58387 -0.80509 -0.070 -0.112 -0.303
N 3.18713 0.49362 0.25237 -1.104 0.305 0.082
H 2.02361 0.33805 5.49636 -0.005 0.003 -0.002
H -0.02200 0.36751 3.95310 0.031 -0.047 0.041
H 5.53996 0.82360 2.60506 0.049 -0.005 -0.037
H 6.02127 0.77912 -1.50153 -0.029 0.028 -0.009
H 3.53626 0.52949 -1.78515 0.030 0.007 0.036
C 0.62920 2.41417 -3.60922 0.209 -0.112 -0.083
C 1.05900 2.00866 -2.24259 0.097 0.455 -0.355
N 1.12071 0.78305 -1.84829 -1.374 -0.741 1.170
O 0.75436 -0.11913 -2.81803 0.384 -0.389 -0.199
C 1.49454 2.97690 -1.27305 -0.201 0.351 -0.578
C 1.89170 4.37608 -1.61445 0.010 -0.016 0.142
N 1.53876 2.52951 -0.05786 -1.193 -1.358 1.245
O 1.94953 3.10765 0.93373 0.127 0.398 0.463
H -0.10008 1.70976 -3.99994 0.002 0.027 -0.021
H 1.47877 2.41487 -4.29817 -0.009 0.026 0.014
H 0.20398 3.41531 -3.58420 0.055 0.005 0.027
H 1.09294 -0.97811 -2.52081 -0.007 0.123 -0.048
H 2.33886 4.42763 -2.60530 0.012 -0.003 0.010
H 2.60048 4.74609 -0.87654 0.015 0.006 -0.030
H 1.01918 5.03498 -1.59682 0.012 -0.004 -0.001
C 2.11768 -2.40548 0.30238 -0.005 -0.046 -0.043
C 1.75134 -3.74754 0.13313 -0.093 -0.028 -0.092
C 0.73443 -4.35079 0.91657 0.099 0.047 0.018
C 0.40960 -5.67631 0.74398 -0.046 -0.018 0.011
C 1.07921 -6.44538 -0.20890 0.020 -0.014 -0.025
C 2.07478 -5.87437 -1.00127 -0.025 0.004 0.029
C 2.40763 -4.54890 -0.83677 -0.009 0.095 0.023
H 2.95930 -2.00012 -0.24077 -0.037 0.025 0.013
H 1.64785 -1.79641 1.06480 0.059 -0.041 0.276
H 0.23800 -3.75951 1.67867 -0.021 -0.008 -0.021
H -0.36361 -6.12952 1.35054 0.032 -0.001 0.018
H 0.83424 -7.49269 -0.32513 -0.028 0.024 -0.017
H 2.58690 -6.47494 -1.74075 0.011 -0.001 0.017
H 3.18820 -4.09924 -1.43987 0.000 -0.040 -0.005
C -1.84902 1.19590 2.63022 -0.263 0.027 0.021
C -2.26694 -0.03418 1.81339 0.220 -0.110 -0.160
C -1.62702 -1.32886 2.33240 -0.041 0.102 0.001
C -3.79161 -0.13416 1.89721 -0.017 -0.068 -0.015
P -1.57570 0.28113 0.09551 -0.157 0.904 0.623
C -2.40946 1.83642 -0.34264 0.232 0.074 -0.097
C -3.75909 1.88155 -0.69999 0.007 0.001 -0.012
C -4.38138 3.09671 -0.93653 -0.034 -0.037 -0.015
C -3.66789 4.28330 -0.82962 -0.008 -0.026 -0.012
C -2.33049 4.25104 -0.46728 0.011 0.045 -0.009
C -1.70812 3.03542 -0.21944 -0.146 -0.038 -0.060
C -2.08728 -1.02422 -1.16748 0.511 0.092 -0.085
C -2.19322 -0.30863 -2.52426 -0.150 0.016 0.031
C -3.40076 -1.75236 -0.88482 -0.058 0.037 -0.005
C -0.96258 -2.07428 -1.20700 -0.269 -0.037 0.091
H -2.02708 1.00600 3.69326 -0.004 -0.020 -0.021
H -2.45484 2.05982 2.35770 -0.006 -0.021 0.015
H -0.81122 1.47195 2.47380 -0.002 0.150 -0.026
H -1.88030 -1.48064 3.38497 0.001 0.010 -0.009
H -0.53662 -1.30900 2.24016 -0.030 -0.082 0.014
H -1.99830 -2.19390 1.78103 0.042 -0.021 0.031
H -4.06376 -0.22044 2.95218 0.014 0.016 -0.009
H -4.19038 -1.00540 1.38791 -0.024 0.006 0.055
H -4.28029 0.75770 1.50807 0.015 -0.009 0.052
H -4.33889 0.97354 -0.79065 0.001 0.026 -0.014
H -5.43023 3.11462 -1.20206 0.019 0.008 -0.019
H -4.15840 5.22766 -1.02497 0.011 -0.005 0.019
H -1.77470 5.17519 -0.36943 0.001 -0.026 0.029
H -0.67719 3.01643 0.09091 -0.013 0.071 0.082
H -3.07982 0.31789 -2.58165 -0.018 -0.036 -0.009
H -2.26375 -1.06094 -3.31286 0.032 -0.014 0.029
H -1.32536 0.30924 -2.72878 -0.146 0.011 -0.035
H -4.26233 -1.08753 -0.86114 0.007 -0.036 0.012
H -3.37074 -2.33075 0.03653 0.003 -0.013 -0.019
H -3.56242 -2.45747 -1.70403 0.024 0.011 -0.001
H 0.02215 -1.62132 -1.13185 0.020 -0.146 0.064
H -1.01557 -2.63667 -2.14169 -0.023 -0.032 0.024
H -1.05163 -2.78579 -0.38519 0.024 0.014 -0.002
```
Positions in Å, forces in eV/Å.

Calculated values
total energy: -2185.27643 Eh
energy relative to the best compared isomer or geometry (same formula, charge and spin): 107.75 kJ/mol
total charge: +2
multiplicity: 2
lowest unoccupied orbital energy (alpha / beta): -0.2653 / -0.2688 hartree
expectation value of S²: 0.796
orbital gap (alpha / beta): 5.2 / 6.9 eV

DFT (ωB97M-V/def2-TZVPD) results for a 2-piece molecular cluster, C4H8O3 overall in a non-equilibrium geometry.

```
15
Properties=species:S:1:pos:R:3:forces:R:3
C 1.22582 0.13550 0.38446 -0.201 1.853 0.882
C -0.23016 0.37037 0.72998 0.089 -0.297 -0.251
O -0.27721 1.48724 1.61324 -0.284 0.407 -0.257
C -1.01501 0.69812 -0.58317 -0.264 0.055 0.545
O -0.74682 -0.21569 -1.62681 1.110 0.068 0.353
C -0.08335 -1.31745 -1.23622 -2.471 -2.152 -1.888
O -0.52025 -2.13417 -0.45554 0.648 0.903 0.015
H 1.62753 1.11238 0.01939 0.148 -1.167 -0.655
H 1.50867 -2.10568 0.29854 0.291 0.748 -0.103
H 1.78787 -0.16812 1.23021 0.494 -0.472 0.603
H -0.56972 -0.47072 1.34689 -0.434 -0.135 -0.889
H -1.19498 1.52294 1.92087 0.307 0.191 0.112
H -0.69483 1.65011 -1.03673 -0.179 -0.008 0.867
H -2.08609 0.65644 -0.45604 -0.424 0.472 0.471
H 0.57828 -1.52559 -2.06404 1.170 -0.467 0.195
```
Positions in Å, forces in eV/Å.

Calculated values
total energy: -382.70350 Eh
energy relative to the best compared isomer or geometry (same formula, charge and spin): 686.10 kJ/mol
total charge: 0
lowest unoccupied orbital energy (alpha / beta): -0.0116 / -0.0375 hartree
orbital gap (alpha / beta): 9.6 / 8.7 eV

DFT (ωB97M-V/def2-TZVPD) results for C50H55IN4O4P3Pb as an isolated structure in a non-equilibrium geometry.

```
118
Properties=species:S:1:pos:R:3:forces:R:3
Pb -0.62462 1.79034 0.55518 -0.132 -0.630 0.629
C 3.56988 0.98314 0.64998 -0.674 0.320 0.833
P 1.83558 0.44734 0.20918 1.891 -1.070 -1.300
C 1.73908 -1.28386 0.76008 -0.616 0.657 0.166
C 0.93378 -2.20606 0.09598 -0.184 -0.020 -0.074
C 0.87508 -3.51806 0.53108 -0.076 0.010 -0.181
C 1.57248 -3.91366 1.66128 0.026 0.088 -0.035
C 2.31778 -2.98276 2.36578 0.041 -0.006 0.065
C 2.39408 -1.67546 1.92448 0.089 0.125 0.203
C 2.02128 0.50594 -1.60842 -0.830 0.269 0.228
C 2.18228 -0.60016 -2.43302 -0.057 -0.103 0.209
C 2.41648 -0.41956 -3.78662 0.015 -0.007 0.003
C 2.50468 0.85794 -4.31502 0.074 -0.084 0.029
C 2.32438 1.96554 -3.49892 -0.034 0.087 -0.010
C 2.05818 1.78974 -2.15502 -0.075 -0.216 0.117
P 4.89168 0.17214 -0.43842 -0.023 -0.427 -1.541
C 6.46598 0.88194 0.10828 0.007 0.175 0.394
C 6.61138 2.12044 0.73698 -0.107 -0.500 -0.019
C 7.86188 2.52804 1.16308 0.360 0.051 -0.074
C 8.98108 1.73914 0.92038 -0.166 0.059 0.012
C 8.85048 0.53244 0.24278 0.060 0.273 -0.055
C 7.60628 0.11534 -0.18062 -0.421 0.062 0.135
C 5.02508 -1.53426 0.20968 0.085 0.580 0.369
C 5.61688 -1.75706 1.45418 -0.208 -0.286 -0.049
C 5.72368 -3.04826 1.93658 0.138 0.050 0.239
C 5.25958 -4.12006 1.18928 -0.012 -0.006 -0.054
C 4.68768 -3.90116 -0.05372 0.013 -0.101 0.011
C 4.58188 -2.61236 -0.54792 -0.034 0.152 0.012
H 3.79018 0.80814 1.70568 -0.160 0.162 0.084
H 3.62068 2.06084 0.46588 0.061 -0.052 -0.010
H 0.36078 -1.90046 -0.76742 -0.036 -0.026 -0.160
H 0.28908 -4.23696 -0.02002 -0.087 -0.069 -0.056
H 1.52768 -4.93876 1.99368 -0.008 -0.108 0.050
H 2.84988 -3.27706 3.25668 0.048 -0.007 0.080
H 2.97268 -0.96986 2.49928 0.120 0.050 0.033
H 2.15698 -1.59376 -2.01392 0.029 -0.078 -0.060
H 2.54878 -1.28206 -4.42392 0.049 -0.036 -0.036
H 2.73358 0.99054 -5.35962 -0.029 0.035 -0.161
H 2.38928 2.95954 -3.91472 0.008 0.085 -0.019
H 1.89438 2.65114 -1.51762 0.055 0.193 0.014
H 5.75758 2.75764 0.91308 -0.108 0.059 0.110
H 7.96858 3.46594 1.68688 0.035 0.100 -0.013
H 9.95658 2.07494 1.23708 0.055 0.007 0.094
H 9.71958 -0.07366 0.03818 0.076 -0.028 -0.046
H 7.50418 -0.81276 -0.72612 0.031 -0.118 0.047
H 5.99628 -0.92946 2.03818 0.056 0.056 0.018
H 6.18208 -3.21776 2.89958 0.069 -0.064 0.076
H 5.36248 -5.12556 1.56748 0.011 -0.105 0.039
H 4.34318 -4.73516 -0.64542 0.000 -0.103 -0.081
H 4.17698 -2.44446 -1.53472 -0.027 0.032 -0.113
C -0.61362 1.95264 5.72048 0.012 -0.022 0.349
C 0.46548 1.42144 5.04188 -0.046 -0.065 -0.152
C 0.48288 1.42584 3.64918 0.364 -0.151 -0.861
C -0.59732 1.95784 2.99088 -0.185 0.456 0.102
C -1.68732 2.47074 3.64058 -0.422 0.310 -0.359
C -1.69442 2.46994 5.03358 0.035 -0.086 -0.345
H -0.61382 1.95664 6.80078 0.013 0.004 0.071
H 1.30388 0.99594 5.57168 0.077 -0.012 0.048
H 1.32238 0.99754 3.12168 0.235 -0.011 -0.044
H -2.54522 2.84984 3.10958 -0.170 0.110 -0.064
H -2.55802 2.86174 5.54908 -0.054 0.071 0.070
C -1.87332 2.03374 -4.06282 0.063 -0.189 0.150
C -1.60132 2.22214 -2.71732 -0.037 0.633 -0.398
N -1.42982 1.20434 -1.88282 0.291 0.778 1.117
C -1.53632 -0.03456 -2.33722 0.120 -0.576 -0.192
C -1.79562 -0.33096 -3.67342 0.126 0.468 0.194
C -1.95162 0.74104 -4.55382 0.085 -0.025 0.337
C -1.74932 -1.72756 -4.13612 -0.065 -0.450 -0.068
C -2.77852 -2.56076 -4.29172 0.460 0.207 -0.001
C -4.17162 -2.24276 -4.01042 -1.143 -0.472 0.006
C -5.16992 -3.21296 -4.18202 0.338 0.415 0.131
C -6.45392 -2.85036 -3.80152 0.300 -0.199 -0.147
N -6.71242 -1.63836 -3.35462 -1.257 0.525 0.344
C -5.73862 -0.75756 -3.28492 0.162 -0.720 -0.135
N -4.48142 -1.02396 -3.56802 0.879 0.595 0.065
H -1.99702 2.88434 -4.71532 -0.016 0.080 0.002
H -1.51872 3.20434 -2.27992 0.027 0.123 -0.094
H -1.42482 -0.82746 -1.61192 0.033 -0.146 0.029
H -2.13262 0.55884 -5.60252 -0.042 -0.040 -0.078
H -0.74802 -2.07556 -4.36532 0.016 -0.125 -0.077
H -2.59962 -3.56666 -4.64192 0.146 -0.078 -0.083
H -4.95082 -4.19136 -4.57552 0.057 -0.144 -0.027
H -7.29402 -3.53446 -3.84632 0.088 -0.062 -0.063
H -5.98152 0.24134 -2.95002 -0.068 0.118 -0.019
C -2.61152 -3.50676 -0.57112 -0.056 0.344 0.326
C -2.74932 -2.67536 0.69468 0.281 -0.809 0.015
O -3.25662 -1.37346 0.36528 0.684 1.646 0.099
P -2.67392 -0.00316 1.02508 -2.344 -1.334 0.453
O -3.93942 0.94364 0.81388 1.071 0.012 0.478
C -4.69552 1.13854 -0.38582 -0.703 0.177 -0.643
C -5.86272 2.05444 -0.06352 0.298 -0.202 0.010
O -2.69862 -0.20826 2.59448 0.866 0.156 -0.910
C -3.92002 -0.50696 3.32168 -0.537 -0.219 0.591
C -3.54882 -1.01656 4.69678 0.100 0.088 -0.318
H -2.30242 -4.51616 -0.31332 -0.024 -0.116 0.037
H -1.87112 -3.08326 -1.24572 0.080 0.051 -0.116
H -3.56752 -3.55206 -1.08822 -0.040 -0.042 -0.060
H -1.79372 -2.57956 1.22248 -0.086 -0.066 -0.026
H -3.47252 -3.14696 1.36798 0.111 0.161 -0.013
H -5.05122 0.16884 -0.74012 0.127 0.042 0.056
H -4.04892 1.57894 -1.14832 0.015 -0.036 -0.027
H -6.48732 1.61424 0.70848 -0.102 -0.073 0.029
H -6.46622 2.20454 -0.95572 -0.057 0.000 -0.054
H -5.51682 3.02084 0.29358 0.070 0.113 -0.012
H -4.49152 -1.25766 2.77268 0.020 0.097 -0.076
H -4.51002 0.40894 3.39068 0.096 -0.029 -0.138
H -3.00712 -1.95546 4.62778 0.038 -0.111 0.033
H -4.45462 -1.17536 5.27478 -0.096 -0.046 0.047
H -2.92932 -0.29376 5.21948 0.060 0.093 0.070
N -3.32572 5.58834 -0.66052 0.132 -0.034 -0.208
C -2.48252 5.00464 0.18638 -0.778 0.805 0.469
O -1.78442 4.04664 -0.15582 0.858 -1.444 -0.201
C -2.44452 5.57794 1.57768 -0.197 -0.145 0.213
I -4.29512 5.09594 2.59918 0.372 0.168 -0.166
H -3.40122 5.26624 -1.61362 0.024 -0.015 0.071
H -3.90852 6.36324 -0.38442 0.049 0.004 0.053
H -2.36502 6.66344 1.56358 -0.049 -0.063 0.029
H -1.62522 5.14914 2.15138 -0.107 0.025 -0.071
```
Positions in Å, forces in eV/Å.

Calculated values
total energy: -3971.99074 Eh
energy relative to the best compared isomer or geometry (same formula, charge and spin): 69.49 kJ/mol
total charge: +3
lowest unoccupied orbital energy (alpha / beta): -0.4056 / -0.4056 hartree
orbital gap (alpha / beta): 2.9 / 2.9 eV

DFT (ωB97M-V/def2-TZVPD) results for C23H19CdN4O4S as an isolated structure.

```
52
Properties=species:S:1:pos:R:3:forces:R:3
Cd -0.53654 0.90964 -0.48465 0.460 0.233 0.082
O 0.81226 1.47424 3.79725 0.002 -0.031 -0.080
C 0.14750 1.36387 2.60010 -0.100 0.022 -0.027
O 0.38834 0.41159 1.85798 -0.029 0.004 0.179
C -0.78716 2.40818 2.32727 0.040 0.011 0.035
C -1.09290 3.44064 3.24674 0.013 -0.006 -0.032
C -2.00770 4.39819 2.92942 -0.003 -0.002 -0.014
C -2.64172 4.34541 1.65003 0.030 -0.043 0.008
C -2.29017 3.32179 0.79667 0.022 -0.004 -0.056
N -1.39949 2.37284 1.08603 -0.175 -0.124 -0.014
C -2.87211 3.19545 -0.58842 0.051 -0.153 -0.124
O -3.89846 4.01148 -0.90277 0.102 -0.108 -0.073
O -2.46726 2.41040 -1.41092 -0.200 0.176 0.216
H 1.49018 0.78475 3.75493 -0.054 0.010 0.006
H -0.58601 3.44674 4.20102 0.010 0.003 0.018
H -2.24811 5.19167 3.62494 0.011 -0.021 -0.008
H -3.34347 5.12389 1.37880 0.024 0.007 -0.009
H -4.12935 4.54141 -0.13187 -0.008 -0.012 0.047
C -0.33671 -2.64331 2.70100 -0.063 0.035 -0.017
N -0.17291 -2.75211 1.26882 0.009 0.082 0.059
C 0.91420 -3.31236 0.62746 0.005 -0.077 -0.142
C 0.71501 -3.17666 -0.69152 0.041 -0.068 0.094
N -0.49851 -2.51835 -0.85464 0.082 0.046 -0.129
C -1.04529 -2.23405 0.37271 -0.096 -0.088 0.050
S -2.50008 -1.48812 0.74020 -0.031 0.071 0.059
C -0.96740 -2.06002 -2.11111 0.046 0.082 0.105
C -0.83477 -2.85784 -3.23979 -0.045 0.035 0.054
C -1.23932 -2.32193 -4.44922 -0.046 0.115 -0.021
C -1.75329 -1.03139 -4.48571 0.074 -0.120 0.013
C -1.83967 -0.32243 -3.30021 0.071 -0.183 -0.053
N -1.45768 -0.83699 -2.13300 -0.195 0.179 -0.148
H 0.43903 -3.24107 3.17418 0.009 0.011 0.024
H -1.32230 -3.00952 2.98502 0.012 -0.001 0.003
H -0.24570 -1.59856 2.99414 0.002 0.000 0.014
H 1.75020 -3.71788 1.16510 0.043 0.023 0.018
H 1.35302 -3.41213 -1.52011 0.032 0.050 -0.034
H -0.43858 -3.86077 -3.16627 0.006 -0.003 0.022
H -1.14990 -2.90533 -5.35603 -0.003 -0.007 -0.016
H -2.06391 -0.57844 -5.41579 -0.006 0.019 -0.025
H -2.19455 0.69944 -3.27309 -0.054 0.018 0.022
C 1.23561 0.88453 -1.65053 -0.118 -0.146 0.038
C 2.35243 0.27149 -1.04304 -0.068 0.013 -0.082
C 3.03709 0.80627 0.09990 0.008 0.039 0.050
C 4.14972 0.21062 0.64652 -0.009 0.006 0.027
C 4.69520 -0.96579 0.11691 -0.008 -0.033 -0.006
C 4.07866 -1.49578 -1.01673 0.047 -0.050 0.027
C 2.96852 -0.90441 -1.58290 -0.001 -0.021 -0.118
H 2.63178 1.70669 0.55057 0.021 0.000 0.005
H 4.61206 0.66530 1.51888 0.005 0.015 0.008
H 5.57468 -1.42574 0.54956 0.011 -0.003 0.005
H 4.48809 -2.39325 -1.47515 0.002 -0.010 -0.012
H 2.52740 -1.33226 -2.47866 0.018 0.009 -0.049
```
Positions in Å, forces in eV/Å.

Calculated values
total energy: -1973.71186 Eh
energy relative to the best compared isomer or geometry (same formula, charge and spin): 73.31 kJ/mol
total charge: -1
lowest unoccupied orbital energy (alpha / beta): 0.0960 / 0.0953 hartree
orbital gap (alpha / beta): 4.1 / 4.4 eV